(1)
{
  "formula": "C55H81BCsN7O4S2Si3",
  "method": "ωB97M-V/def2-TZVPD",
  "charge": -2,
  "multiplicity": 1,
  "homo_lumo_gap_ev": 4.96,
  "homo_energy_ev": -1.79,
  "species": ["Cs", "N", "C", "C", "N", "C", "C", "N", "H", "H", "H", "H", "H", "H", "H", "H", "H", "H", "H", "H", "H", "C", "Si", "C", "C", "C", "Si", "C", "C", "C", "Si", "C", "C", "C", "C", "C", "C", "C", "N", "H", "H", "H", "H", "H", "H", "H", "H", "H", "H", "H", "H", "H", "H", "H", "H", "H", "H", "H", "H", "H", "H", "H", "H", "H", "H", "H", "H", "N", "C", "N", "C", "C", "C", "C", "C", "C", "S", "H", "H", "H", "H", "H", "H", "C", "O", "H", "H", "H", "C", "C", "C", "N", "C", "C", "H", "H", "H", "H", "H", "C", "C", "C", "C", "C", "C", "C", "C", "O", "B", "O", "C", "C", "H", "H", "H", "H", "H", "H", "H", "H", "H", "H", "H", "H", "O", "S", "C", "C", "C", "C", "C", "C", "C", "C", "C", "C", "C", "C", "C", "C", "H", "H", "H", "H", "H", "H", "H", "H", "H", "H", "H", "H", "H", "H"],
  "coordinates": [[-0.205, -0.541, -0.334], [3.374, -0.874, -1.590], [4.694, -1.481, -1.568], [4.757, -2.524, -0.460], [4.366, -1.922, 0.794], [4.111, -2.847, 1.877], [2.980, -2.327, 2.750], [1.705, -2.548, 2.063], [2.667, -1.477, -2.007], [3.345, -0.034, -2.156], [5.426, -0.699, -1.353], [4.987, -1.954, -2.518], [5.774, -2.930, -0.390], [4.096, -3.372, -0.726], [3.532, -1.372, 0.601], [5.018, -3.001, 2.475], [3.812, -3.842, 1.494], [3.115, -1.253, 2.897], [3.024, -2.788, 3.746], [0.964, -1.950, 2.422], [1.406, -3.505, 2.209], [3.253, 1.099, 3.969], [1.942, 2.240, 4.723], [2.500, 2.476, 6.535], [2.323, 3.911, 3.910], [0.228, 1.704, 4.559], [-1.061, 2.929, 4.243], [-0.952, 3.871, 2.606], [-1.157, 4.279, 5.591], [-2.832, 2.241, 4.212], [-0.269, 0.187, 5.349], [-1.098, 0.370, 7.060], [1.083, -1.099, 5.685], [-1.551, -0.836, 4.336], [-2.670, -1.446, 4.909], [-3.586, -2.128, 4.121], [-3.381, -2.174, 2.752], [-2.247, -1.547, 2.255], [-1.348, -0.925, 3.007], [4.251, 1.526, 4.116], [3.088, 1.004, 2.891], [3.251, 0.099, 4.405], [3.552, 2.773, 6.606], [2.371, 1.555, 7.112], [1.890, 3.247, 7.014], [3.350, 4.194, 4.163], [1.661, 4.716, 4.237], [2.255, 3.840, 2.822], [0.052, 4.235, 2.387], [-1.632, 4.730, 2.616], [-1.259, 3.229, 1.775], [-0.227, 4.851, 5.655], [-1.320, 3.812, 6.567], [-1.974, 4.983, 5.402], [-2.963, 1.473, 3.448], [-3.505, 3.069, 3.967], [-3.154, 1.823, 5.170], [-0.418, 0.943, 7.696], [-1.298, -0.587, 7.555], [-2.035, 0.932, 7.001], [1.873, -0.710, 6.332], [1.547, -1.446, 4.762], [0.632, -1.962, 6.185], [-2.826, -1.368, 5.978], [-4.458, -2.596, 4.567], [-4.071, -2.661, 2.076], [-2.057, -1.535, 1.189], [1.417, 3.128, 0.359], [2.744, 2.981, 0.224], [3.435, 2.024, 0.756], [4.772, 2.165, 0.441], [5.783, 1.293, 0.843], [7.087, 1.550, 0.456], [7.406, 2.658, -0.330], [6.411, 3.530, -0.746], [5.106, 3.273, -0.356], [3.654, 4.167, -0.717], [0.877, 2.365, 0.738], [0.895, 3.738, -0.244], [5.521, 0.417, 1.422], [7.873, 0.870, 0.764], [8.433, 2.838, -0.624], [6.649, 4.387, -1.363], [-3.532, 0.164, -2.031], [-2.790, 0.176, -0.833], [-4.547, -0.222, -1.858], [-3.037, -0.481, -2.766], [-3.621, 1.162, -2.463], [-3.487, 3.477, -1.371], [-2.319, 3.614, -2.156], [-1.219, 2.885, -1.726], [-1.205, 2.008, -0.733], [-2.455, 1.582, -0.217], [-3.560, 2.538, -0.389], [-4.323, 4.155, -1.520], [-2.230, 4.342, -2.950], [-0.249, 3.073, -2.194], [-2.357, 1.244, 0.822], [-4.415, 2.482, 0.274], [-1.028, 4.328, -8.475], [-1.636, 3.114, -7.771], [-2.103, 2.130, -8.852], [-2.851, 3.590, -6.962], [-0.647, 2.430, -6.825], [0.609, 2.959, -6.546], [1.480, 2.363, -5.625], [1.053, 1.221, -4.992], [1.669, 0.479, -4.038], [0.779, -0.591, -3.625], [-0.380, -0.425, -4.499], [-0.193, 0.673, -5.267], [-1.052, 1.256, -6.169], [-1.764, 4.760, -9.158], [-0.144, 4.055, -9.056], [-0.741, 5.102, -7.762], [-2.789, 2.626, -9.545], [-2.624, 1.276, -8.420], [-1.252, 1.749, -9.421], [-3.590, 4.061, -7.618], [-2.547, 4.312, -6.204], [-3.332, 2.759, -6.445], [0.936, 3.864, -7.039], [2.447, 2.794, -5.404], [-2.028, 0.818, -6.337], [-0.570, -3.098, -0.176], [0.200, -3.894, -1.183], [-0.676, -3.709, -2.757], [-2.132, -4.052, -2.759], [-2.602, -5.090, -3.559], [-3.952, -5.411, -3.591], [-4.847, -4.698, -2.807], [-4.390, -3.651, -2.018], [-3.044, -3.319, -1.999], [-0.113, -5.667, -0.771], [-1.269, -5.891, 0.162], [-2.383, -6.621, -0.236], [-3.447, -6.819, 0.632], [-3.410, -6.281, 1.910], [-2.299, -5.555, 2.319], [-1.235, -5.367, 1.452], [-0.112, -4.299, -3.486], [-0.459, -2.658, -3.001], [-1.900, -5.642, -4.176], [-4.302, -6.215, -4.227], [-5.901, -4.948, -2.822], [-5.083, -3.075, -1.419], [-2.708, -2.486, -1.397], [0.818, -5.993, -0.305], [-0.233, -6.216, -1.706], [-2.428, -7.022, -1.239], [-4.311, -7.381, 0.299], [-4.245, -6.420, 2.585], [-2.268, -5.112, 3.306], [-0.387, -4.776, 1.770]]
}

=====

(2)
{
  "formula": "C55H83FN7O5Ti",
  "method": "ωB97M-V/def2-TZVPD",
  "charge": 3,
  "multiplicity": 1,
  "homo_lumo_gap_ev": 6.87,
  "homo_energy_ev": -13.40,
  "species": ["Ti", "C", "N", "C", "C", "C", "N", "C", "C", "C", "C", "C", "C", "C", "O", "C", "C", "C", "C", "C", "C", "C", "C", "C", "C", "C", "C", "C", "C", "C", "O", "C", "C", "C", "C", "C", "C", "C", "C", "H", "H", "H", "H", "H", "H", "H", "H", "H", "H", "H", "H", "H", "H", "H", "H", "H", "H", "H", "H", "H", "H", "H", "H", "H", "H", "H", "H", "H", "H", "H", "H", "H", "H", "H", "H", "H", "H", "H", "H", "H", "H", "H", "H", "H", "H", "H", "H", "H", "H", "H", "H", "H", "H", "F", "C", "C", "C", "C", "O", "C", "C", "N", "C", "C", "C", "C", "C", "C", "N", "C", "C", "N", "C", "C", "C", "O", "O", "H", "H", "H", "H", "H", "H", "H", "H", "H", "H", "H", "H", "H", "H", "H", "H", "H", "H", "N", "C", "C", "N", "C", "C", "H", "H", "H", "H", "H", "H", "H", "H", "H", "H", "H"],
  "coordinates": [[0.457, -0.201, 1.197], [1.195, 3.242, 0.448], [1.575, 2.579, 1.700], [0.980, 3.294, 2.829], [3.042, 2.567, 1.848], [3.559, 1.176, 2.130], [3.046, 0.156, 1.198], [3.447, 0.531, -0.182], [2.798, -0.175, -1.350], [3.571, -0.715, -2.360], [3.006, -1.107, -3.572], [1.653, -0.854, -3.767], [0.822, -0.310, -2.785], [1.424, -0.066, -1.555], [0.666, 0.322, -0.474], [-0.623, 0.115, -3.083], [-1.653, -0.659, -2.251], [-0.974, -0.097, -4.559], [-0.762, 1.620, -2.786], [3.887, -1.748, -4.641], [5.008, -0.778, -5.036], [4.488, -3.033, -4.059], [3.099, -2.117, -5.898], [3.766, -1.092, 1.565], [3.408, -2.351, 0.832], [4.409, -3.202, 0.391], [4.098, -4.460, -0.107], [2.750, -4.815, -0.153], [1.704, -3.996, 0.266], [2.080, -2.738, 0.750], [1.187, -1.810, 1.235], [0.249, -4.456, 0.189], [0.129, -5.907, -0.280], [-0.418, -4.357, 1.571], [-0.489, -3.566, -0.819], [5.166, -5.475, -0.511], [5.163, -6.605, 0.532], [4.863, -6.066, -1.893], [6.562, -4.851, -0.553], [1.422, 4.316, 0.478], [0.138, 3.089, 0.261], [1.728, 2.800, -0.390], [1.300, 4.344, 2.854], [1.298, 2.840, 3.773], [-0.105, 3.258, 2.765], [3.364, 3.228, 2.658], [3.511, 2.967, 0.950], [3.291, 0.867, 3.147], [4.657, 1.194, 2.108], [4.536, 0.430, -0.271], [3.223, 1.587, -0.311], [4.639, -0.811, -2.202], [1.224, -1.085, -4.728], [-1.602, -1.728, -2.463], [-2.656, -0.315, -2.517], [-1.516, -0.514, -1.180], [-0.938, -1.151, -4.838], [-0.310, 0.461, -5.220], [-1.992, 0.253, -4.737], [-0.605, 1.838, -1.729], [-1.765, 1.955, -3.061], [-0.042, 2.197, -3.371], [5.651, -0.531, -4.190], [4.597, 0.152, -5.434], [5.636, -1.228, -5.807], [5.077, -2.837, -3.160], [5.141, -3.513, -4.791], [3.693, -3.734, -3.795], [2.690, -1.235, -6.396], [2.280, -2.805, -5.677], [3.763, -2.613, -6.607], [3.610, -1.241, 2.640], [4.842, -0.919, 1.443], [5.439, -2.876, 0.466], [2.504, -5.799, -0.522], [0.642, -6.598, 0.392], [0.521, -6.045, -1.288], [-0.925, -6.186, -0.299], [0.173, -4.891, 2.320], [-1.407, -4.818, 1.536], [-0.554, -3.322, 1.877], [-0.063, -3.685, -1.818], [-0.423, -2.515, -0.544], [-1.547, -3.836, -0.861], [4.195, -7.107, 0.571], [5.387, -6.217, 1.528], [5.919, -7.350, 0.279], [3.911, -6.597, -1.918], [5.641, -6.783, -2.161], [4.844, -5.289, -2.656], [6.883, -4.493, 0.427], [6.611, -4.022, -1.263], [7.284, -5.603, -0.873], [-2.531, 6.257, 0.332], [-3.188, 5.094, 0.508], [-2.465, 3.997, 0.853], [-3.079, 2.743, 0.999], [-2.309, 1.555, 1.340], [-1.054, 1.584, 1.493], [-3.087, 0.388, 1.566], [-4.444, 0.399, 1.416], [-5.132, 1.469, 0.998], [-6.574, 1.375, 0.836], [-7.153, 1.457, -0.547], [-7.148, 0.153, 0.192], [-4.469, 2.676, 0.806], [-5.196, 3.825, 0.459], [-4.583, 5.057, 0.287], [-5.285, 6.201, -0.093], [-6.673, 6.097, -0.500], [-6.975, 7.130, -1.579], [-6.400, 8.485, -1.197], [-6.003, 8.534, 0.249], [-4.916, 7.501, 0.492], [-2.391, -0.855, 1.974], [-2.827, -1.617, 2.810], [-1.252, -1.017, 1.351], [-1.402, 4.104, 0.999], [-5.021, -0.492, 1.622], [-7.121, 1.827, 1.655], [-6.451, 1.554, -1.365], [-8.092, 1.978, -0.672], [-6.466, -0.606, -0.165], [-8.078, -0.223, 0.593], [-6.264, 3.727, 0.366], [-7.369, 6.188, 0.341], [-6.859, 5.130, -0.961], [-8.047, 7.247, -1.720], [-6.517, 6.850, -2.524], [-7.073, 9.224, -1.404], [-5.577, 8.680, -1.770], [-6.905, 8.365, 0.832], [-5.630, 9.531, 0.472], [-4.770, 7.428, 1.574], [-3.983, 7.862, 0.063], [-0.200, -1.195, 6.185], [1.038, -1.731, 5.518], [0.906, -1.581, 4.013], [0.632, -0.195, 3.575], [-0.545, 0.334, 4.291], [-0.422, 0.243, 5.803], [-0.125, -1.289, 7.199], [-1.010, -1.752, 5.896], [1.150, -2.777, 5.796], [1.876, -1.164, 5.924], [0.091, -2.207, 3.637], [1.813, -1.950, 3.543], [1.431, 0.407, 3.767], [-1.417, -0.243, 3.984], [-0.709, 1.368, 4.001], [-1.332, 0.587, 6.292], [0.427, 0.805, 6.195]]
}

=====

(3)
{
  "formula": "C55H92FN11O11PS3",
  "method": "ωB97M-V/def2-TZVPD",
  "charge": 1,
  "multiplicity": 1,
  "homo_lumo_gap_ev": 8.01,
  "homo_energy_ev": -12.28,
  "species": ["C", "C", "C", "C", "C", "C", "C", "C", "C", "C", "C", "O", "C", "O", "N", "C", "C", "C", "S", "O", "O", "O", "C", "C", "C", "C", "C", "S", "O", "O", "F", "C", "O", "N", "C", "P", "O", "O", "O", "N", "C", "S", "H", "H", "H", "H", "H", "H", "H", "H", "H", "H", "H", "H", "H", "H", "H", "H", "H", "H", "H", "H", "H", "H", "H", "H", "H", "H", "H", "H", "H", "H", "H", "H", "H", "H", "H", "H", "C", "C", "C", "C", "N", "H", "H", "H", "H", "H", "H", "H", "C", "C", "C", "C", "N", "H", "H", "H", "H", "H", "H", "H", "C", "C", "C", "C", "N", "H", "H", "H", "H", "H", "H", "H", "C", "C", "C", "C", "N", "H", "H", "H", "H", "H", "H", "H", "C", "C", "C", "C", "N", "H", "H", "H", "H", "H", "H", "H", "C", "C", "C", "C", "N", "H", "H", "H", "H", "H", "H", "H", "C", "C", "C", "C", "N", "H", "H", "H", "H", "H", "H", "H", "C", "C", "C", "C", "N", "H", "H", "H", "H", "H", "H", "H"],
  "coordinates": [[0.319, -6.834, 2.683], [-0.208, -6.063, 3.435], [-0.902, -5.081, 4.290], [-1.495, -3.947, 3.395], [-0.702, -2.627, 3.628], [-0.765, -1.698, 2.407], [0.652, -1.302, 1.926], [1.407, -0.787, 3.102], [1.987, -0.363, 4.061], [1.272, -2.655, 1.415], [2.618, -3.082, 1.973], [2.458, -3.818, 3.202], [3.374, -3.475, 4.167], [4.436, -4.002, 4.257], [0.681, -0.356, 0.800], [2.023, 0.024, 0.387], [2.422, -0.324, -1.080], [3.302, -1.573, -1.195], [4.352, -1.578, -2.666], [4.147, -0.405, -3.469], [5.692, -1.887, -2.278], [3.841, -2.855, -3.511], [-0.374, 0.613, 0.674], [-0.611, 0.986, -0.829], [-1.226, -0.089, -1.763], [-0.874, 0.268, -3.237], [-0.882, -1.571, -1.550], [0.056, 2.277, 1.462], [-1.104, 3.070, 1.655], [0.980, 2.053, 2.531], [0.897, 2.988, 0.329], [-1.734, 0.130, 1.168], [-2.743, 1.067, 1.113], [-1.758, -0.557, 2.531], [-1.531, 0.328, 3.709], [-2.712, 1.636, 4.271], [-2.116, 2.971, 4.323], [-4.124, 1.620, 3.538], [-3.027, 1.138, 5.779], [-3.074, -1.186, 2.516], [-3.577, -1.461, 3.612], [-4.197, -1.742, 4.994], [0.744, -7.442, 1.922], [-1.696, -5.618, 4.805], [-0.178, -4.698, 5.008], [-2.538, -3.839, 3.683], [-1.385, -4.287, 2.369], [0.317, -2.930, 3.846], [-1.118, -2.200, 4.541], [-1.184, -2.314, 1.613], [2.353, 0.018, 4.987], [0.593, -3.495, 1.568], [1.377, -2.571, 0.335], [3.336, -2.274, 2.119], [3.070, -3.771, 1.254], [3.071, -2.709, 4.891], [2.284, 1.067, 0.544], [2.744, -0.512, 1.001], [1.565, -0.394, -1.741], [3.026, 0.500, -1.459], [2.720, -2.495, -1.249], [3.992, -1.683, -0.360], [2.886, -2.747, -3.648], [0.301, 1.384, -1.263], [-1.296, 1.838, -0.815], [-2.316, -0.004, -1.722], [-0.017, -0.299, -3.594], [-1.716, -0.030, -3.855], [-0.752, 1.340, -3.385], [0.020, -1.890, -2.071], [-1.695, -2.171, -1.962], [-0.790, -1.882, -0.511], [-2.035, -0.681, 0.507], [-3.314, 0.887, 0.357], [-1.334, -0.290, 4.583], [-0.584, 0.855, 3.553], [-4.321, 0.856, 2.976], [-2.700, 1.834, 6.368], [-10.193, -0.999, 3.670], [-9.291, -1.079, 4.896], [-8.081, -0.139, 4.808], [-7.237, -0.469, 3.655], [-6.580, -0.735, 2.750], [-9.667, -1.308, 2.766], [-11.054, -1.655, 3.789], [-10.563, 0.017, 3.519], [-8.944, -2.105, 5.029], [-9.862, -0.818, 5.788], [-7.471, -0.214, 5.709], [-8.404, 0.898, 4.708], [2.695, 3.772, -2.887], [2.946, 2.495, -3.676], [2.698, 2.670, -5.172], [1.305, 3.051, -5.422], [0.209, 3.334, -5.617], [1.653, 4.095, -2.956], [2.922, 3.620, -1.834], [3.331, 4.579, -3.251], [2.310, 1.692, -3.300], [3.978, 2.178, -3.530], [2.906, 1.741, -5.705], [3.349, 3.443, -5.581], [-2.151, 0.644, -9.891], [-1.148, 1.645, -9.330], [-0.130, 1.003, -8.381], [-0.796, 0.399, -7.221], [-1.313, -0.050, -6.300], [-2.752, 0.196, -9.098], [-2.835, 1.136, -10.582], [-1.646, -0.158, -10.432], [-1.679, 2.439, -8.801], [-0.604, 2.115, -10.151], [0.572, 1.751, -8.017], [0.439, 0.227, -8.897], [-3.995, -0.520, 11.476], [-4.300, 0.233, 10.186], [-4.310, -0.682, 8.956], [-3.005, -1.322, 8.759], [-1.984, -1.815, 8.577], [-2.999, -0.967, 11.451], [-4.028, 0.155, 12.330], [-4.724, -1.315, 11.646], [-3.563, 1.026, 10.045], [-5.276, 0.713, 10.268], [-4.548, -0.110, 8.056], [-5.065, -1.464, 9.068], [5.366, 5.019, -7.082], [6.502, 5.950, -6.678], [7.456, 5.299, -5.669], [6.730, 4.932, -4.448], [6.140, 4.619, -3.515], [4.751, 4.760, -6.218], [4.715, 5.489, -7.818], [5.750, 4.096, -7.519], [6.090, 6.865, -6.250], [7.070, 6.240, -7.563], [8.265, 5.979, -5.401], [7.901, 4.396, -6.090], [-5.817, -5.377, 12.187], [-5.041, -5.966, 11.014], [-4.653, -4.913, 9.969], [-5.844, -4.274, 9.394], [-6.781, -3.781, 8.950], [-6.765, -4.946, 11.861], [-6.044, -6.149, 12.920], [-5.241, -4.597, 12.688], [-5.635, -6.747, 10.539], [-4.128, -6.437, 11.382], [-4.086, -5.367, 9.156], [-4.030, -4.138, 10.419], [1.255, 7.287, -7.542], [0.976, 7.753, -8.967], [0.978, 6.603, -9.980], [2.281, 5.931, -10.011], [3.305, 5.412, -10.038], [2.247, 6.840, -7.458], [1.215, 8.127, -6.850], [0.520, 6.547, -7.218], [1.721, 8.495, -9.260], [0.003, 8.245, -9.005], [0.760, 6.971, -10.983], [0.217, 5.865, -9.721], [7.143, -2.635, -6.201], [8.036, -2.434, -4.982], [9.131, -1.388, -5.212], [10.021, -1.778, -6.312], [10.714, -2.081, -7.174], [7.709, -3.008, -7.055], [6.360, -3.362, -5.983], [6.661, -1.699, -6.493], [8.494, -3.387, -4.710], [7.426, -2.119, -4.135], [9.735, -1.264, -4.313], [8.689, -0.420, -5.455]]
}